No. 1
Entry from OMol25: C28H35CrN10O9 as an isolated structure in a non-equilibrium geometry (wB97M-V/def2-TZVPD).

The geometry in XYZ format:
```
83
C28H35CrN10O9 wB97M-V/def2-TZVPD
Cr -2.157 0.981 -2.807
N -3.302 -1.375 -3.168
O -2.070 -1.203 -3.034
O -3.786 -0.263 -3.252
O -3.829 -2.389 -3.361
N -1.016 0.551 -0.400
O -0.447 0.788 -1.426
O -2.217 0.624 -0.714
O -0.568 0.304 0.682
N -3.259 3.469 -2.165
O -3.909 2.537 -2.617
O -2.078 3.050 -2.142
O -3.686 4.525 -1.774
N 4.852 2.409 1.489
C 4.512 2.527 2.779
C 3.258 1.889 2.923
C 2.921 1.295 1.716
C 3.947 1.565 0.843
H 5.702 2.796 1.105
H 5.096 3.151 3.439
H 2.686 1.748 3.828
H 2.014 0.760 1.477
H 4.088 1.229 -0.174
N 2.481 -1.982 -2.647
C 2.959 -1.831 -3.944
C 3.282 -0.571 -4.125
C 2.876 0.117 -2.963
C 2.300 -0.752 -2.091
H 2.156 -2.893 -2.354
H 3.067 -2.716 -4.554
H 3.756 -0.072 -4.957
H 2.921 1.191 -2.856
H 1.719 -0.582 -1.197
N -3.866 -3.882 3.249
C -3.022 -2.797 3.448
C -2.292 -2.676 2.311
C -2.660 -3.700 1.410
C -3.696 -4.366 2.027
H -4.574 -4.201 3.894
H -3.112 -2.274 4.388
H -1.558 -1.894 2.182
H -2.328 -3.764 0.384
H -4.396 -5.152 1.784
N -1.514 0.166 -5.417
C -2.199 1.342 -5.276
C -1.289 2.256 -4.832
C -0.202 1.567 -4.319
C -0.309 0.243 -4.765
H -1.793 -0.543 -6.081
H -3.117 1.461 -5.831
H -1.522 3.311 -4.862
H 0.682 1.858 -3.771
H 0.391 -0.570 -4.887
N 0.231 4.446 2.868
C -0.005 3.423 2.018
C -1.346 3.406 1.680
C -1.904 4.535 2.305
C -0.915 5.207 2.932
H 1.055 4.670 3.408
H 0.749 2.682 1.800
H -1.934 2.686 1.130
H -2.933 4.861 2.332
H -0.932 6.126 3.499
N 1.926 -4.753 -0.646
C 0.914 -5.134 -1.531
C -0.142 -4.154 -1.453
C 0.288 -3.242 -0.505
C 1.515 -3.628 -0.040
H 2.731 -5.304 -0.386
H 0.927 -6.103 -2.007
H -1.118 -4.153 -1.916
H -0.278 -2.407 -0.119
H 2.207 -3.301 0.721
N 0.419 0.159 3.577
C 0.003 1.226 4.410
C 0.631 1.012 5.672
C 1.300 -0.197 5.635
C 1.189 -0.672 4.331
H 0.121 0.018 2.623
H -0.605 2.038 4.039
H 0.707 1.580 6.588
H 1.787 -0.661 6.480
H 1.522 -1.630 3.961
```

Net charge ... -1
Gap between HOMO and LUMO (alpha / beta) ... 6.69 / 7.86 eV
Maximum force ... 7.77 eV Å⁻¹
Calculated total energy ... -91342.5803 eV
E_HOMO (alpha / beta) ... -4.3 / -5.5 eV
2S+1 ... 5

Löwdin population analysis, charges in e, atoms 1 to 4: 0.828 -0.602 -0.089 -0.062

No. 2
Entry from OMol25: C2HHgLiO2 as an isolated structure in a non-equilibrium geometry (wB97M-V/def2-TZVPD).

The geometry in XYZ format:
```
7
C2HHgLiO2 wB97M-V/def2-TZVPD
O 0.377 2.027 -0.274
C 0.046 1.174 -1.156
Hg -0.065 4.118 0.281
Li 1.507 0.267 0.460
H -0.724 1.592 -1.858
C -0.646 -3.201 -1.128
O -0.834 -3.548 -0.070
```

Net charge ... +1
Gap between HOMO and LUMO (alpha / beta) ... 8.29 / 6.03 eV
Relative energy (zero: lowest compared OMol25 entry of this formula, charge and spin) ... 0.0 kJ/mol
Maximum force ... 3.63 eV Å⁻¹
Calculated total energy ... -10555.3233 eV
E_HOMO (alpha / beta) ... -12.9 / -12.7 eV
2S+1 ... 2

Löwdin population analysis, charges in e, atoms 1 to 4: -0.573 -0.077 0.801 0.782

No. 3
Entry from OMol25: a 2-piece molecular cluster, C2H6N3O2 overall in a non-equilibrium geometry (wB97M-V/def2-TZVPD).

The geometry in XYZ format:
```
13
C2H6N3O2 wB97M-V/def2-TZVPD
C 1.236 0.533 -0.703
C -1.343 0.227 1.220
N -0.611 1.013 1.951
N 0.136 -0.088 -0.349
N -0.216 -1.183 -1.140
O 1.969 0.118 -1.658
O -2.262 -0.323 0.792
H 1.361 1.389 -0.183
H 0.359 1.077 1.717
H -0.969 1.101 2.923
H -0.700 -2.037 -0.714
H -0.542 -0.981 -2.012
H 1.584 -0.846 -1.844
```

Net charge ... +1
Gap between HOMO and LUMO ... 9.97 eV
Relative energy (zero: lowest compared OMol25 entry of this formula, charge and spin) ... 147.6 kJ/mol
Maximum force ... 4.82 eV Å⁻¹
Calculated total energy ... -10727.4148 eV
E_HOMO ... -13.8 eV

Löwdin population analysis, charges in e, atoms 1 to 4: -0.225 -0.224 0.244 -0.058